C45H51CoN7O2S | ωB97M-V/def2-TZVPD

```
107
Properties=species:S:1:pos:R:3:forces:R:3
Co 0.473362 0.702055 0.550681 -0.4 -0.7 -0.2
C 0.601491 5.415906 -1.960023 0.0 0.0 0.0
C 1.330731 4.086033 -2.189878 0.0 0.0 0.0
C 2.211409 3.749579 -0.993919 0.0 0.0 0.0
C 0.315818 3.057954 -2.687146 -0.1 0.0 0.0
C 0.229620 2.953253 -4.076269 0.0 0.0 0.0
C -0.808829 2.285851 -4.697532 0.0 0.0 0.0
C -1.824546 1.754925 -3.922078 0.0 -0.1 0.0
C -1.774368 1.804886 -2.534440 0.0 0.0 0.0
C -2.975342 1.324887 -1.732386 0.0 0.0 0.0
C -3.794147 0.222383 -2.403441 0.0 0.1 0.0
C -3.913343 2.510802 -1.459770 0.0 0.0 0.1
C -0.651343 2.395195 -1.906847 0.0 0.0 0.0
N -0.518266 2.248701 -0.490829 -0.1 0.0 0.0
C -1.110856 3.161935 0.286344 0.0 0.0 0.1
O -1.593566 4.253631 -0.017466 -0.1 0.0 0.0
C -1.208860 2.716889 1.728580 0.0 0.0 0.1
C -1.791952 3.450563 2.748547 0.0 0.0 0.0
C -1.857714 2.867890 4.009351 0.0 0.0 0.0
C -1.358279 1.587816 4.223992 0.0 0.0 0.0
C -0.793117 0.925846 3.145951 -0.1 0.0 0.0
N -0.740428 1.501086 1.957339 0.0 0.1 0.1
C -0.299221 -0.504975 3.173687 0.0 0.1 0.1
O -0.329699 -1.090855 4.256421 -0.1 -0.1 0.1
N 0.039725 -0.991866 1.964508 0.0 0.3 0.1
C -0.155322 -2.404585 1.943449 0.0 -0.1 -0.1
C 0.881716 -3.344774 2.077628 -0.1 0.0 0.1
C 0.567463 -4.703279 2.134639 0.0 0.0 0.0
C -0.740634 -5.153440 2.099518 0.0 0.0 0.0
C -1.760336 -4.224829 1.960523 0.0 -0.1 0.0
C -1.491258 -2.865514 1.856216 0.0 0.0 -0.1
C -2.663212 -1.916848 1.674510 0.0 0.0 0.0
C -3.572694 -2.338413 0.518147 -0.1 0.0 0.1
C -3.473737 -1.789967 2.967963 0.0 0.0 0.0
C 2.354151 -2.998010 2.176047 0.0 0.0 0.0
C 2.894856 -2.686739 0.780493 0.1 0.0 0.0
C 2.696621 -1.921739 3.205427 0.0 0.0 0.0
H 1.319849 6.202362 -1.717051 0.0 0.0 0.0
H 0.054683 5.714469 -2.855391 0.0 0.0 0.0
H -0.117611 5.323319 -1.146311 0.0 0.0 -0.1
H 2.013527 4.236291 -3.033263 0.0 0.0 0.0
H 1.631392 3.488477 -0.112321 0.0 0.0 0.0
H 2.886737 2.930070 -1.227359 0.1 -0.1 0.0
H 2.826835 4.618993 -0.749467 0.0 0.0 0.0
H 0.983379 3.448409 -4.678648 0.0 0.0 0.0
H -0.850859 2.220836 -5.777648 0.0 0.0 0.0
H -2.675735 1.292255 -4.405451 0.0 0.0 0.0
H -2.608272 0.942386 -0.776375 0.0 0.0 0.0
H -4.337965 0.604776 -3.271230 0.0 0.0 0.0
H -3.174484 -0.614764 -2.711916 0.1 -0.1 0.0
H -4.540692 -0.152130 -1.700253 0.0 0.0 0.0
H -4.348165 2.853703 -2.402469 0.0 0.0 0.0
H -4.732590 2.201862 -0.805615 0.0 0.0 0.0
H -3.393527 3.346243 -0.999831 0.0 0.0 0.0
H -2.182433 4.434562 2.533083 0.0 0.0 0.0
H -2.314196 3.410450 4.827712 0.0 0.0 0.0
H -1.398874 1.091042 5.182759 0.0 0.0 0.0
H 1.376944 -5.415410 2.250058 0.0 0.0 0.0
H -0.962933 -6.209453 2.185788 0.0 0.0 0.0
H -2.788874 -4.562847 1.924039 0.0 0.0 0.0
H -2.257380 -0.938857 1.416587 0.0 0.0 0.0
H -4.036748 -3.310021 0.702453 0.0 0.0 0.0
H -4.378593 -1.610794 0.397001 0.0 0.0 0.0
H -3.017569 -2.385611 -0.418553 -0.1 0.0 0.0
H -3.988352 -2.729297 3.188022 0.0 0.0 0.0
H -2.834928 -1.547650 3.816558 0.0 0.0 0.0
H -4.233755 -1.012422 2.863989 0.0 0.0 0.0
H 2.844894 -3.913977 2.520514 0.0 0.0 0.0
H 2.253432 -1.962057 0.285321 -0.1 0.1 -0.1
H 3.913447 -2.291453 0.823779 0.0 0.0 0.0
H 2.905009 -3.586974 0.161522 0.0 0.0 0.0
H 2.347938 -0.942122 2.890526 0.0 0.0 0.0
H 2.226299 -2.137343 4.165428 0.0 0.0 0.0
H 3.779748 -1.881869 3.346762 0.0 0.0 0.0
C 3.299668 2.049928 3.733631 0.0 0.0 0.0
C 4.493481 1.554805 3.238029 0.0 0.0 0.0
C 4.526838 1.041484 1.953174 -0.1 0.0 0.1
C 3.356134 1.024889 1.207969 0.0 -0.1 -0.1
N 2.189103 1.448707 1.711706 0.2 0.0 0.0
C 2.170485 1.967077 2.937388 0.0 -0.1 0.0
C 3.328109 0.603183 -0.221776 0.0 0.1 0.1
C 4.487212 0.559422 -0.979440 -0.1 0.0 -0.1
C 4.388248 0.327508 -2.343159 0.0 0.0 0.0
C 3.135631 0.168801 -2.903541 0.0 0.0 0.0
C 2.024023 0.199421 -2.074921 0.1 0.0 0.0
N 2.117021 0.385113 -0.758743 0.2 0.2 -0.1
H 3.228725 2.475135 4.724111 0.0 0.0 0.0
H 5.391012 1.569210 3.841562 0.0 0.0 0.0
H 5.445011 0.644567 1.547629 0.0 0.0 0.0
H 1.211637 2.313483 3.299484 0.0 0.0 0.0
H 5.448251 0.751992 -0.527891 0.0 0.0 0.0
H 5.279207 0.304597 -2.956716 0.0 0.0 0.0
H 2.998906 0.029674 -3.966412 0.0 0.0 0.0
H 1.027681 0.061033 -2.469223 0.0 0.0 0.0
C -1.049793 -2.561708 -4.310589 0.0 0.0 0.0
N -0.901963 -3.393387 -3.133906 -0.1 0.0 0.0
C -0.888255 -4.778998 -3.123588 0.0 -0.1 0.0
C -0.724683 -5.168943 -1.844227 0.0 0.0 -0.1
N -0.638127 -4.020650 -1.089813 0.1 0.0 0.0
C -0.747379 -2.922202 -1.867980 0.2 0.0 0.1
S -0.722978 -1.323119 -1.365317 -0.1 0.2 -0.2
H -1.836274 -2.966423 -4.945105 0.0 0.0 0.0
H -0.114720 -2.518294 -4.870409 0.0 0.0 0.0
H -1.313959 -1.557245 -3.987334 0.0 0.0 0.0
H -0.999937 -5.354410 -4.024104 0.0 0.0 0.0
H -0.665437 -6.148258 -1.407500 0.0 0.0 0.0
H -0.528392 -3.964058 -0.083645 0.0 0.0 0.0
```
Forces are in eV/Å.

HOMO (alpha / beta)   -7.6174 / -7.6328 eV
Gap between HOMO and LUMO (alpha / beta)   0.25781 / 0.25444 Ha
<S²>   3.76
Multiplicity   4
LUMO level (alpha / beta)   -0.60 / -0.71 eV



C23H19BrN8O3Y | ωB97M-V/def2-TZVPD

```
55
Properties=species:S:1:pos:R:3:forces:R:3
Y 0.059572 -0.107678 0.122312 -2.7 2.4 2.1
O 4.691543 2.316877 -0.192193 -0.1 0.0 0.0
C 4.989314 1.458405 0.839254 0.1 -0.2 0.2
C 6.238323 1.437169 1.439608 0.0 0.1 -0.1
C 6.487721 0.548804 2.474071 0.0 0.0 0.0
C 5.492102 -0.309278 2.911195 0.0 -0.1 0.1
C 4.241821 -0.282072 2.311522 0.0 0.1 0.0
C 3.981310 0.597972 1.275231 -0.1 0.1 -0.2
C 2.647425 0.603371 0.558552 0.9 0.6 -0.1
O 1.751810 -0.345866 0.985408 3.1 -0.2 1.8
N 2.033342 1.945432 0.741680 0.3 0.0 0.5
N 0.761706 2.059316 0.334565 0.3 1.2 -0.1
C 0.139665 3.181860 0.307128 0.4 -0.1 0.1
C -1.265074 3.273008 -0.020820 -0.3 -0.2 -0.3
Br -1.964420 1.685054 -0.907372 -0.2 0.9 0.0
C -2.020129 4.348008 0.222901 0.2 -0.1 -0.1
C -3.451046 4.583685 0.076059 -0.3 0.0 0.0
C -4.414035 3.588781 0.268895 0.1 0.0 0.0
C -5.761975 3.883678 0.166746 0.0 0.0 0.0
C -6.172477 5.175334 -0.131088 0.0 0.0 0.0
C -5.228354 6.177655 -0.304861 0.0 0.0 0.0
C -3.881692 5.888130 -0.188444 0.1 -0.1 -0.1
H 5.498126 2.751304 -0.488035 0.0 0.0 0.0
H 7.011663 2.111665 1.087938 0.0 0.0 0.0
H 7.468195 0.524959 2.929959 0.0 0.0 0.0
H 5.688611 -1.007265 3.713632 0.0 0.0 0.0
H 3.454458 -0.952775 2.627810 0.0 0.0 0.0
H 2.861273 0.479433 -0.520712 -0.1 -0.1 0.1
H 2.639845 2.753932 0.713341 0.0 0.1 -0.1
H 0.639725 4.103652 0.598773 0.0 0.0 0.0
H -1.459888 5.203088 0.596162 0.1 -0.1 0.1
H -4.111391 2.587415 0.539236 0.0 0.0 0.0
H -6.495422 3.105280 0.329459 0.0 0.0 0.0
H -7.226125 5.407682 -0.208873 0.0 0.0 0.0
H -5.540674 7.190706 -0.519405 0.0 0.0 0.0
H -3.148223 6.674232 -0.323587 0.0 0.0 0.0
O -0.112099 -1.185312 -1.464870 -0.4 -3.2 -4.2
N 1.210416 -1.313613 -1.583845 0.5 -0.3 -0.5
C 1.691751 -2.496366 -1.743255 -0.1 0.3 -0.2
C 0.882461 -3.676187 -1.814213 -0.3 0.1 -0.1
N 0.210617 -4.605346 -1.823007 -0.1 -0.1 0.1
C 3.114678 -2.640658 -1.788297 0.3 0.0 0.0
N 4.254501 -2.775621 -1.797274 -0.1 0.0 0.0
N -2.170487 -4.792438 0.523607 0.1 -0.2 0.0
C -2.331909 -3.480995 0.734821 -0.1 0.4 0.2
C -1.250725 -2.609580 1.023729 -0.1 -0.1 0.1
N -1.451191 -1.316722 1.265422 -1.4 -1.2 0.8
C -2.719800 -0.872600 1.281600 -0.1 0.1 0.1
C -3.765749 -1.725976 0.975706 0.1 0.1 0.1
N -3.580673 -2.999768 0.689558 0.1 -0.2 0.0
H -1.269244 -5.173852 0.295942 0.1 0.0 -0.1
H -2.983971 -5.309171 0.233907 0.0 0.0 0.0
H -0.229834 -2.974064 1.064900 0.0 0.0 -0.1
H -2.892256 0.161033 1.543019 0.0 0.0 -0.1
H -4.785635 -1.361104 0.947783 0.0 0.0 0.0
```
Forces are in eV/Å.

HOMO   -11.0316 eV
Gap between HOMO and LUMO   0.27412 Ha
LUMO level   -3.57 eV
Net charge   +1



C14H18IrN4S3 | ωB97M-V/def2-TZVPD

```
40
Properties=species:S:1:pos:R:3:forces:R:3
Ir -0.364385 0.080385 0.016060 0.0 0.4 0.3
S 1.642737 0.104881 -1.137021 -0.2 -0.2 -0.2
C 2.131331 1.780727 -1.107118 0.1 0.3 0.1
C 3.334704 2.155221 -1.703591 -0.1 -0.1 0.1
C 3.764186 3.466563 -1.651762 0.0 0.2 0.0
C 3.003054 4.446343 -1.004399 0.1 0.0 -0.1
C 1.812954 4.102517 -0.415278 -0.1 -0.2 0.1
C 1.354333 2.767073 -0.453930 0.2 0.1 -0.2
S -0.171481 2.414453 0.234230 -0.1 -0.5 0.2
H 3.929742 1.405513 -2.207708 0.0 0.0 0.0
H 4.701240 3.737774 -2.119579 0.0 0.0 0.0
H 3.349913 5.469649 -0.972418 0.0 0.0 0.0
H 1.204252 4.845427 0.082882 0.0 0.0 0.0
N -1.713445 -0.876524 -2.863008 -0.1 0.0 0.0
C -2.684288 -0.207996 -2.193853 0.1 -0.1 -0.1
C -3.998386 -0.151405 -2.695288 0.0 0.0 0.0
C -4.941240 0.569311 -2.013023 0.0 0.0 0.0
C -4.586471 1.238879 -0.834621 0.0 0.0 -0.1
C -3.292780 1.128702 -0.404224 -0.1 0.0 0.1
N -2.355240 0.410922 -1.052804 0.2 0.0 -0.3
H -1.940817 -1.430196 -3.667723 0.0 0.0 0.0
H -0.768273 -0.902660 -2.518542 0.0 0.0 0.0
H -4.238437 -0.666020 -3.615278 0.0 0.0 0.0
H -5.953396 0.625041 -2.390213 0.0 0.0 0.0
H -5.299635 1.825302 -0.276293 0.0 0.0 0.0
H -2.964093 1.618712 0.503377 0.0 0.0 0.0
C 0.429899 -2.913894 4.168668 0.0 -0.1 0.0
N -0.192757 -2.516059 2.908028 0.0 0.0 0.0
C 0.261614 -2.598854 1.663930 0.1 0.0 0.0
S -0.858739 -2.267205 0.364346 -0.1 0.0 0.1
N 1.499030 -2.942172 1.333553 0.0 0.0 0.0
C 2.691908 -3.090455 2.164486 0.0 0.0 0.0
H -0.297146 -2.734959 4.955102 0.0 0.0 0.0
H 1.316165 -2.325800 4.389006 0.0 0.0 0.0
H 0.674938 -3.974498 4.169304 0.0 0.0 0.0
H -1.163077 -2.247822 2.949507 0.0 0.0 0.0
H 1.643455 -2.960947 0.336313 0.0 0.0 0.0
H 2.607739 -3.924872 2.854829 0.0 0.0 0.0
H 2.907130 -2.172451 2.708721 0.0 0.0 0.0
H 3.523761 -3.288625 1.495351 0.0 0.0 0.0
```
Forces are in eV/Å.

HOMO (alpha / beta)   -9.5094 / -11.2530 eV
Gap between HOMO and LUMO (alpha / beta)   0.26831 / 0.22154 Ha
<S²>   6.02
Multiplicity   5
LUMO level (alpha / beta)   -2.21 / -5.22 eV
Net charge   +1



no.,calculated total energy (eV)
1,-110485.1050
2,-113300.7803
3,-56109.1803